The following is a DFT calculation (ωB97M-V with the def2-TZVPD basis set) of a cluster of 7 separate species, C34H64IN3O8P in total at a distorted geometry.

Geometry as XYZ:
```
111
Properties=species:S:1:pos:R:3:forces:R:3
C 0.274119 1.953359 2.180079 0.1 0.0 0.0
C 1.647152 1.954953 1.527017 -0.6 0.5 0.2
O 2.662252 1.422475 2.438976 0.4 0.1 -0.4
C 3.012265 0.176871 2.309471 -0.1 0.2 0.2
C 2.185309 -0.850839 1.892020 -0.2 -0.4 -0.3
C 2.636770 -2.149784 1.832780 0.4 -0.1 -0.5
P 1.368712 -3.373831 1.331215 -1.8 -0.6 0.8
N 0.094540 -3.186150 2.218342 0.2 0.1 -0.2
C 3.960932 -2.426969 2.203791 0.1 -0.2 0.0
I 4.804537 -4.340816 2.183136 0.0 0.2 0.0
C 4.751877 -1.396437 2.616890 0.0 -0.2 0.0
N 4.291519 -0.122134 2.657454 0.4 -0.2 0.1
N 5.201703 0.851858 3.113700 -0.1 0.4 0.1
C 4.851116 1.422206 4.419701 -0.3 -0.2 0.1
C 5.521732 1.837382 2.086625 -0.2 0.1 -0.1
C 6.369313 1.337127 0.955821 -0.1 0.2 0.0
O 5.165439 2.972752 2.199303 0.3 -0.1 0.3
H -0.174175 2.935891 2.070780 0.0 0.1 -0.1
H -0.409329 1.222711 1.756243 0.0 -0.2 0.1
H 0.387717 1.777032 3.246390 -0.1 -0.1 0.1
H 1.681526 1.431121 0.574725 0.1 -0.3 0.0
H 1.942252 2.979572 1.350137 0.3 0.1 0.1
H 1.157796 -0.642790 1.630001 -0.1 0.1 0.1
H 1.961681 -4.632348 1.474857 0.5 0.1 -0.4
H 1.107694 -3.137360 -0.024127 0.7 0.1 -0.2
H -0.098622 -4.021657 2.763729 -0.1 0.2 0.4
H 5.772721 -1.536488 2.928689 0.1 0.2 0.1
H 4.071759 2.174165 4.357530 0.0 0.1 0.0
H 4.515034 0.611497 5.060967 0.0 -0.1 0.0
H 5.752250 1.833741 4.858517 0.1 0.1 -0.1
H 5.733769 1.066652 0.113815 0.0 -0.2 -0.1
H 7.010658 0.511826 1.242811 -0.1 -0.2 0.0
H 6.980848 2.175239 0.637842 0.1 0.1 -0.1
C 0.794687 -0.766849 -3.698376 0.1 0.0 0.1
C 1.510711 -1.976284 -4.298557 -0.1 0.0 0.0
C 2.043163 -2.671346 -3.053142 0.0 0.1 0.0
O 1.101910 -2.392757 -2.010189 0.1 0.1 0.0
C 0.192477 -1.357483 -2.432224 0.1 -0.1 -0.1
H 0.040216 -0.332783 -4.351069 0.0 0.0 0.0
H 1.521740 0.011417 -3.452039 0.0 0.0 0.0
H 0.794933 -2.619204 -4.813602 0.0 0.0 0.0
H 2.300288 -1.715102 -5.000778 0.0 0.0 0.0
H 3.022671 -2.271834 -2.764607 0.0 0.0 0.0
H 2.132094 -3.751617 -3.171566 0.0 0.0 0.0
H -0.782317 -1.802509 -2.619273 -0.1 0.0 0.0
H 0.081613 -0.629775 -1.628045 0.0 0.0 0.0
C 0.727611 -4.232226 6.796988 -0.1 0.1 0.0
C -0.220431 -5.407417 7.014252 0.1 -0.1 0.0
C -0.872284 -5.529436 5.644910 -0.1 0.0 -0.1
O 0.114763 -5.116415 4.688882 0.1 0.1 0.1
C 1.197123 -4.471910 5.369434 0.1 -0.2 0.0
H 1.551433 -4.188646 7.507480 0.0 0.0 0.0
H 0.172902 -3.293371 6.858198 0.0 0.0 0.0
H 0.343789 -6.312108 7.248786 0.0 0.0 0.0
H -0.945302 -5.243187 7.808973 0.0 0.0 0.0
H -1.743356 -4.873541 5.554708 0.0 0.0 0.0
H -1.179653 -6.548252 5.410828 0.0 0.0 0.0
H 2.065051 -5.142089 5.350559 0.0 0.0 0.0
H 1.456323 -3.554316 4.835649 -0.1 0.0 0.0
C -0.335210 6.467259 -0.466997 0.1 0.1 0.0
C 0.748793 5.940063 -1.403932 0.0 -0.1 0.1
C 1.783238 5.423411 -0.414667 0.0 0.1 0.0
O 1.052016 4.977361 0.738481 0.0 -0.1 0.0
C -0.303817 5.439228 0.653276 0.0 0.0 0.0
H -1.314246 6.546694 -0.935716 0.0 0.0 0.0
H -0.058571 7.451491 -0.083685 0.0 0.0 0.0
H 0.355844 5.126383 -2.011881 0.0 0.0 -0.1
H 1.149164 6.693637 -2.077345 0.0 0.0 0.0
H 2.473334 6.213329 -0.103437 0.0 0.0 0.0
H 2.368917 4.589637 -0.807346 0.0 0.0 0.0
H -0.953282 4.586219 0.423054 0.0 0.0 0.0
H -0.598181 5.848090 1.620268 0.0 0.0 0.0
C -4.253947 0.687621 -0.431297 0.0 0.0 -0.1
C -4.938085 -0.555251 -0.998739 0.0 0.0 0.2
C -3.983380 -0.958811 -2.107917 0.0 0.0 -0.1
O -2.673780 -0.558158 -1.678205 -0.1 0.1 0.0
C -2.784859 0.298857 -0.540262 0.0 -0.1 0.1
H -4.550588 0.926321 0.588707 0.0 0.0 0.0
H -4.464291 1.555782 -1.059890 0.0 0.0 0.0
H -4.983462 -1.340844 -0.243649 0.0 0.0 0.0
H -5.948660 -0.374347 -1.359058 0.0 0.0 0.0
H -4.215849 -0.440812 -3.044855 0.0 0.0 0.0
H -3.988366 -2.032908 -2.291163 0.0 0.0 0.0
H -2.457474 -0.255261 0.348287 0.0 0.0 0.0
H -2.124704 1.159359 -0.677676 0.0 0.0 0.0
C -0.563965 6.990824 -6.482349 0.0 -0.1 0.0
C -1.585401 5.859742 -6.378682 0.0 0.1 0.0
C -0.991471 5.011997 -5.261786 0.0 0.0 0.0
O -0.303361 5.915990 -4.392516 0.0 0.0 -0.1
C -0.184850 7.196102 -5.022222 -0.1 0.0 0.0
H -0.955486 7.894669 -6.945097 0.0 0.0 0.0
H 0.304343 6.661940 -7.056748 0.0 0.0 0.0
H -2.556601 6.256981 -6.077138 0.0 0.0 0.0
H -1.718567 5.302233 -7.303954 0.0 0.0 0.0
H -0.271985 4.285605 -5.655294 0.0 0.0 0.0
H -1.746760 4.473932 -4.687216 0.0 0.0 0.0
H -0.869006 7.895175 -4.529634 0.0 0.0 0.0
H 0.834623 7.561501 -4.893159 0.0 0.0 0.0
C -4.982909 -5.985057 -2.043583 0.1 0.0 0.0
C -5.175907 -6.154937 -0.537933 -0.1 0.0 0.0
C -5.040310 -4.719776 -0.047303 0.1 0.0 0.0
O -5.529765 -3.886811 -1.102311 0.0 0.0 0.0
C -5.689549 -4.659815 -2.295053 -0.1 0.0 0.0
H -5.396743 -6.799937 -2.634751 0.0 0.0 0.0
H -3.919668 -5.898309 -2.278497 0.0 0.0 0.0
H -6.178126 -6.533769 -0.328502 0.0 0.0 0.0
H -4.454827 -6.826616 -0.075294 0.0 0.0 0.0
H -3.992766 -4.463119 0.147139 0.0 0.0 0.0
H -5.617687 -4.521233 0.856102 0.0 0.0 0.0
H -6.758668 -4.807854 -2.477604 0.0 0.0 0.0
H -5.270167 -4.105594 -3.136384 0.0 0.0 0.0
```
Forces are in eV/Å.

gap between HOMO and LUMO = 0.25817 hartree
energy above the lowest of the compared OMol25 structures with the same formula, charge and spin = 0.0 kJ/mol
max |F| = 0.0391 Eh/bohr
charge = +1
HOMO level = -10.898 eV
E_tot = -74524.9383 eV